[1]
{"formula": "CH11N2O3", "method": "wB97M-V/def2-TZVPD", "symbols": ["O", "O", "O", "N", "N", "C", "H", "H", "H", "H", "H", "H", "H", "H", "H", "H", "H"], "xyz": [[5.024, 1.974, 0.922], [0.849, 0.117, -0.578], [-1.002, -2.148, 1.022], [-2.320, 1.100, -0.195], [-1.896, -0.940, -1.191], [-2.297, 0.324, -1.263], [-3.066, 1.715, -0.006], [-1.595, -1.235, -0.253], [-0.751, -3.076, 1.223], [1.394, -0.579, -1.016], [-1.270, -1.263, -1.949], [-0.664, -1.826, 1.921], [1.447, 0.646, -0.026], [4.670, 2.345, 1.764], [5.793, 1.477, 1.305], [-1.854, 0.655, 0.569], [-2.462, 0.716, -2.248]], "charge": 1, "homo_lumo_gap_ev": 10.081, "homo_ev": -13.76}

=====

[2]
{"formula": "C4H9O", "method": "wB97M-V/def2-TZVPD", "symbols": ["O", "C", "C", "C", "C", "H", "H", "H", "H", "H", "H", "H", "H", "H"], "xyz": [[1.926, -0.912, 0.291], [-1.957, -0.052, -0.336], [-1.647, 0.566, -1.458], [-0.961, -0.781, 0.502], [2.516, 0.266, 0.568], [-2.321, 1.122, -2.101], [-1.332, -1.779, 0.736], [3.622, 0.219, 0.710], [0.092, -0.709, 0.123], [-0.594, 0.610, -1.740], [2.161, 0.747, 1.526], [2.396, 1.038, -0.232], [-0.887, -0.309, 1.493], [-3.014, -0.025, -0.081]], "charge": -1, "homo_lumo_gap_ev": 6.289, "homo_ev": -2.17}

=====

[3]
{"formula": "C47H83N2O10P", "method": "wB97M-V/def2-TZVPD", "symbols": ["P", "O", "O", "O", "O", "O", "O", "O", "O", "O", "O", "N", "N", "C", "C", "C", "C", "C", "C", "C", "C", "C", "C", "C", "C", "C", "C", "C", "C", "C", "C", "C", "C", "C", "C", "C", "C", "C", "C", "C", "C", "C", "C", "C", "C", "C", "C", "C", "C", "C", "C", "C", "C", "C", "C", "C", "C", "C", "C", "C", "H", "H", "H", "H", "H", "H", "H", "H", "H", "H", "H", "H", "H", "H", "H", "H", "H", "H", "H", "H", "H", "H", "H", "H", "H", "H", "H", "H", "H", "H", "H", "H", "H", "H", "H", "H", "H", "H", "H", "H", "H", "H", "H", "H", "H", "H", "H", "H", "H", "H", "H", "H", "H", "H", "H", "H", "H", "H", "H", "H", "H", "H", "H", "H", "H", "H", "H", "H", "H", "H", "H", "H", "H", "H", "H", "H", "H", "H", "H", "H", "H", "H", "H"], "xyz": [[-3.673, -2.613, -1.829], [1.097, 2.323, -7.884], [6.010, -7.357, 6.204], [-2.951, -3.701, -0.805], [-2.738, 5.435, -8.056], [-5.897, 1.557, -0.910], [-1.368, -4.014, 1.475], [3.630, -4.418, 2.480], [-0.133, 7.084, -2.498], [7.155, -6.941, 10.227], [-1.050, 5.371, -1.401], [0.501, -0.202, -0.213], [0.179, 2.005, -2.080], [8.231, -4.825, 10.251], [-1.947, 2.134, -3.986], [-2.723, -0.119, -3.007], [-1.814, 0.943, -3.010], [-6.971, 3.653, -0.600], [-1.087, 6.354, -2.371], [-2.532, -1.157, -2.010], [-6.428, 2.062, 1.350], [4.384, -3.582, 4.571], [8.388, -6.491, 12.207], [5.250, -5.782, 3.561], [-3.254, 2.967, -3.762], [2.766, 2.204, 1.295], [-0.736, 4.957, -6.870], [5.389, -7.905, 7.090], [-3.927, -0.280, -3.941], [1.637, 1.689, -5.667], [-3.490, 3.306, -2.274], [1.885, 1.770, -7.150], [-0.109, 4.907, 1.419], [-3.639, 0.037, -5.445], [2.090, 2.288, 2.702], [-0.698, 0.948, -2.058], [-5.244, 0.401, -3.395], [5.012, -9.362, 6.997], [-1.489, -1.135, -1.125], [0.072, -5.657, 0.548], [2.540, 0.832, 0.611], [-1.367, 3.778, -9.069], [4.963, -7.163, 8.328], [-1.849, 5.761, -0.270], [-6.349, 0.433, -4.471], [-0.521, -0.093, -1.127], [1.313, 0.821, -0.321], [-6.383, 2.346, -0.130], [-5.232, -2.088, -0.941], [1.163, 1.927, -1.222], [0.618, -4.399, 2.722], [-1.716, 4.787, -8.005], [7.855, -6.163, 10.835], [0.071, 3.808, 2.512], [-1.562, 4.783, 0.874], [-2.284, 6.526, -3.311], [4.351, -4.581, 3.441], [3.147, 1.136, -7.679], [-0.327, -4.629, 1.575], [1.603, 3.760, 2.908], [-3.254, 6.480, -2.794], [-2.603, -0.279, -5.649], [1.273, 1.560, 2.800], [-6.448, -0.598, -4.861], [-5.598, -0.282, -2.608], [1.716, 4.081, 3.955], [1.014, -5.367, 0.080], [0.636, 4.699, 0.636], [2.194, 4.443, 2.279], [-1.368, -1.946, -0.401], [4.083, -4.065, 5.503], [-2.921, 5.668, -0.530], [1.893, 2.737, -1.197], [-2.174, 7.494, -3.817], [-0.206, 2.850, 2.046], [-0.428, 4.054, -9.551], [7.781, -4.722, 9.264], [2.437, 2.191, -5.120], [4.020, 1.611, -7.228], [-1.934, 1.812, -5.040], [-1.278, 2.787, -8.625], [-1.138, 2.872, -3.899], [-4.352, 4.005, -2.239], [5.389, -3.170, 4.675], [-3.048, 3.937, -4.259], [-1.583, 6.778, 0.062], [0.177, -6.634, 1.021], [-4.179, -1.359, -3.939], [7.862, -4.022, 10.891], [9.315, -4.753, 10.151], [6.291, -5.464, 3.621], [2.489, 3.072, 0.683], [-2.845, -3.339, 0.091], [0.698, 2.186, -5.428], [0.205, -3.636, 3.381], [-5.058, 1.350, -2.901], [-6.111, 1.108, -5.307], [1.565, 0.645, -5.358], [3.874, -7.174, 8.411], [8.041, -7.479, 12.503], [-3.767, 2.438, -1.664], [-2.196, 5.748, -4.088], [5.300, -6.131, 8.264], [3.692, -2.770, 4.357], [-3.791, 1.087, -5.719], [5.126, -6.414, 2.682], [-7.337, 0.671, -4.043], [-0.621, 4.014, -6.334], [5.409, -7.622, 9.205], [0.075, 5.903, 1.854], [3.926, -9.468, 7.025], [8.026, -5.760, 12.932], [-6.034, -2.079, -1.694], [-2.638, 3.874, -1.866], [9.479, -6.491, 12.193], [-5.972, 1.093, 1.546], [-7.463, 2.041, 1.695], [2.367, 0.074, 1.393], [0.747, -5.322, 3.290], [3.149, 0.068, -7.457], [2.849, 2.071, 3.471], [-5.466, -2.899, -0.231], [-8.030, 3.700, -0.340], [3.855, 2.291, 1.473], [-1.696, 3.742, 0.530], [5.461, -9.917, 7.822], [1.583, -4.055, 2.346], [-6.438, 4.487, -0.142], [0.230, 5.284, -7.257], [-4.124, 2.552, -4.279], [-5.144, -1.113, -0.437], [-6.873, 3.725, -1.682], [-5.871, 2.828, 1.893], [-2.230, 4.919, 1.741], [-0.518, 4.044, 3.409], [4.987, -6.357, 4.447], [-0.699, -5.718, -0.219], [5.380, -9.771, 6.057], [-1.112, 5.712, -6.181], [-4.326, -0.570, -6.052], [3.431, 0.488, 0.055], [-2.156, 3.760, -9.820], [3.193, 1.270, -8.759]], "smiles": "CCCc1c([C@H](C)CC)c(P(C)O)cc2nc(CCCCCCCCOC(C)=O)cnc12.CC(C)=O.CC(C)=O.CC(C)=O.CC(C)=O.CC(C)=O.CC(C)=O.CC(C)=O", "homo_lumo_gap_ev": 7.631, "homo_ev": -7.38}

=====

[4]
{"formula": "C32H52BN9OTi", "method": "wB97M-V/def2-TZVPD", "symbols": ["Ti", "O", "N", "N", "N", "N", "N", "N", "N", "N", "N", "C", "C", "C", "C", "C", "C", "C", "C", "C", "C", "C", "C", "C", "C", "C", "C", "C", "C", "C", "C", "C", "C", "C", "C", "C", "C", "C", "C", "C", "C", "C", "C", "B", "H", "H", "H", "H", "H", "H", "H", "H", "H", "H", "H", "H", "H", "H", "H", "H", "H", "H", "H", "H", "H", "H", "H", "H", "H", "H", "H", "H", "H", "H", "H", "H", "H", "H", "H", "H", "H", "H", "H", "H", "H", "H", "H", "H", "H", "H", "H", "H", "H", "H", "H", "H"], "xyz": [[-0.752, -1.229, 0.257], [-1.265, -2.897, -2.181], [-0.074, 0.287, 1.592], [0.412, 1.398, 0.922], [-2.918, -1.523, 2.696], [0.944, -1.002, -0.769], [-1.062, -2.570, 1.806], [-1.178, -2.519, -1.087], [-1.915, 0.073, -0.735], [-1.237, 1.262, -1.027], [1.134, 0.303, -1.208], [-0.199, -4.592, 2.754], [-2.055, 2.057, -1.732], [2.526, 1.527, -2.887], [-4.318, -1.554, -2.694], [-1.811, 3.480, -2.174], [3.105, -3.532, -0.129], [1.884, -1.767, -1.381], [-1.879, 4.405, -0.955], [-4.251, -0.865, -1.325], [-2.328, -3.724, 3.470], [-1.378, -4.703, 3.519], [2.246, -3.991, -2.461], [-0.095, -3.540, 1.905], [1.096, 2.181, 1.768], [1.903, 1.383, -4.282], [1.215, 4.580, 0.804], [-4.297, -1.865, -0.182], [-2.110, -2.603, 2.649], [0.311, 0.433, 2.892], [2.002, -3.243, -1.153], [3.154, 2.957, 0.587], [-0.603, 3.747, -3.068], [-3.150, 0.164, -1.300], [1.360, -0.997, 4.641], [1.938, 3.383, 1.414], [2.151, 0.325, -2.074], [-0.838, 0.153, 5.088], [4.042, 1.692, -2.981], [0.043, -0.514, 4.029], [1.025, 1.604, 3.024], [-3.258, 1.386, -1.913], [2.665, -0.969, -2.178], [0.261, 1.462, -0.613], [-5.219, -2.163, -2.745], [0.648, 2.498, -1.012], [3.147, -4.599, 0.091], [-1.104, 4.159, -0.229], [-5.163, -2.513, -0.317], [-1.734, 5.440, -1.262], [-1.056, -0.550, 5.893], [3.488, -1.278, -2.801], [0.829, 1.191, -4.239], [1.992, -1.493, 3.902], [1.161, -1.701, 5.449], [2.369, 0.558, -4.823], [-2.565, -0.600, 2.477], [-1.783, 0.513, 4.679], [3.684, 2.121, 1.044], [3.854, 3.788, 0.497], [2.860, 2.666, -0.422], [1.471, 1.995, 3.923], [2.063, 2.295, -4.857], [0.591, -5.325, 2.812], [-4.119, 1.767, -2.438], [2.958, -2.987, 0.807], [2.314, 3.711, 2.387], [-1.521, -5.552, 4.174], [-2.689, 3.690, -2.791], [-0.471, -1.390, 3.651], [0.775, -3.417, 1.273], [0.926, 4.405, -0.232], [1.050, -3.597, -0.739], [1.445, -3.836, -3.186], [-3.211, -3.761, 4.092], [-5.152, -0.252, -1.233], [-3.680, -1.527, 3.357], [2.331, -5.060, -2.267], [4.273, 2.630, -3.484], [4.492, 0.890, -3.569], [2.106, 2.412, -2.412], [1.887, 5.438, 0.811], [-4.341, -0.836, -3.513], [-3.424, -2.527, -0.139], [3.180, -3.669, -2.922], [4.079, -3.235, -0.521], [-0.579, 3.075, -3.927], [-0.329, 1.011, 5.529], [0.350, 3.676, -2.549], [1.928, -0.167, 5.061], [4.521, 1.708, -2.002], [-2.845, 4.331, -0.455], [0.325, 4.856, 1.369], [-4.404, -1.375, 0.785], [-3.466, -2.214, -2.856], [-0.684, 4.764, -3.451]], "charge": 2, "spin_multiplicity": 3, "homo_lumo_gap_ev": [7.703, 7.090], "homo_ev": [-14.53, -14.52]}

=====

[5]
{"formula": "C20H32N4S2Sb2W", "method": "wB97M-V/def2-TZVPD", "symbols": ["W", "Sb", "Sb", "S", "S", "N", "N", "N", "N", "C", "C", "C", "C", "C", "C", "C", "C", "C", "C", "C", "C", "C", "C", "C", "C", "C", "C", "C", "C", "H", "H", "H", "H", "H", "H", "H", "H", "H", "H", "H", "H", "H", "H", "H", "H", "H", "H", "H", "H", "H", "H", "H", "H", "H", "H", "H", "H", "H", "H", "H", "H"], "xyz": [[-1.004, 0.377, -1.050], [1.825, 0.334, -1.127], [-0.733, 0.438, 1.804], [-1.189, 0.635, -3.384], [-0.713, 2.684, -1.055], [-0.763, -1.901, -1.322], [-0.691, 2.940, -6.208], [-3.212, 0.170, -0.657], [-0.023, 5.654, -3.140], [-0.611, 3.180, -2.711], [-0.745, 2.662, -5.094], [2.733, -1.570, -0.912], [2.557, 1.055, -2.976], [-4.247, -2.082, -0.924], [-3.128, -2.561, -1.849], [-3.847, -0.990, 0.050], [3.573, -0.606, 3.984], [3.059, 0.788, 1.614], [-0.282, 4.550, -2.953], [-1.839, -2.930, -1.118], [4.224, 0.037, 1.771], [2.855, 1.526, 0.322], [-0.420, -1.421, 2.772], [-0.823, 2.289, -3.716], [-2.434, 1.212, 2.811], [0.863, 1.633, 2.595], [2.419, 0.145, 3.845], [4.483, -0.662, 2.938], [2.140, 0.843, 2.670], [-2.000, -3.024, -0.044], [-3.688, 0.295, -1.551], [2.230, 2.084, -3.115], [-0.451, -1.998, -2.289], [2.378, -2.255, -1.681], [-3.438, 1.018, -0.137], [-2.639, 2.224, 2.465], [-2.222, 1.235, 3.878], [-3.137, -1.354, 0.795], [-3.303, 0.579, 2.640], [3.811, 1.760, -0.147], [3.645, 1.020, -2.961], [-4.620, -2.922, -0.335], [0.559, -1.812, 2.503], [-3.492, -3.426, -2.402], [4.956, 0.025, 0.971], [0.041, -2.197, -0.772], [3.810, -1.454, -1.024], [2.530, -1.969, 0.081], [2.177, 0.437, -3.786], [-5.091, -1.738, -1.528], [-0.461, -1.276, 3.850], [0.532, 1.928, 3.590], [5.401, -1.226, 3.039], [-1.198, -2.126, 2.479], [-1.453, -3.887, -1.466], [1.727, 0.215, 4.676], [0.934, 2.533, 1.988], [-4.729, -0.638, 0.584], [2.299, 2.456, 0.422], [-2.905, -1.808, -2.613], [3.772, -1.127, 4.911]], "charge": 2, "spin_multiplicity": 3, "homo_lumo_gap_ev": [6.077, 6.550], "homo_ev": [-14.23, -14.25]}

=====

[6]
{"formula": "C4H6N2", "method": "wB97M-V/def2-TZVPD", "symbols": ["N", "N", "C", "C", "C", "C", "H", "H", "H", "H", "H", "H"], "xyz": [[1.676, 1.440, -0.247], [0.291, -1.351, -0.276], [1.566, -1.027, 0.047], [1.439, 0.319, 0.190], [-1.719, 0.064, -0.312], [-0.435, -0.403, 0.292], [-1.602, 0.223, -1.382], [1.227, 2.261, 0.131], [-2.045, 0.987, 0.161], [-0.283, -0.122, 1.337], [2.381, -1.702, 0.229], [-2.497, -0.688, -0.169]], "homo_lumo_gap_ev": 8.977, "homo_ev": -8.21}

=====

[7]
{"formula": "C17H30CrF2LiO17", "method": "wB97M-V/def2-TZVPD", "symbols": ["Cr", "F", "F", "O", "O", "O", "O", "O", "O", "O", "O", "O", "O", "O", "O", "O", "O", "O", "O", "O", "C", "C", "C", "C", "C", "C", "C", "C", "C", "C", "C", "C", "C", "C", "C", "C", "C", "Li", "H", "H", "H", "H", "H", "H", "H", "H", "H", "H", "H", "H", "H", "H", "H", "H", "H", "H", "H", "H", "H", "H", "H", "H", "H", "H", "H", "H", "H", "H"], "xyz": [[-5.694, 22.129, -16.086], [-10.569, 22.089, -16.343], [-10.307, 25.669, -19.413], [-12.410, 25.925, -18.642], [-6.931, 26.123, -23.183], [-11.728, 27.891, -17.831], [-7.870, 24.390, -13.138], [-6.596, 25.622, -21.013], [-5.536, 24.501, -22.660], [-13.080, 18.774, -16.771], [-5.443, 18.535, -23.005], [-6.463, 19.950, -21.756], [-11.145, 19.933, -16.922], [-12.985, 20.696, -17.914], [-6.977, 17.787, -21.517], [-8.743, 23.902, -15.076], [-6.673, 23.038, -17.604], [-6.807, 23.022, -14.533], [-12.927, 26.520, -16.525], [-4.560, 23.667, -15.952], [-6.394, 25.461, -22.362], [-5.056, 17.218, -23.415], [-6.348, 18.649, -22.056], [-11.292, 27.852, -19.171], [-7.762, 23.754, -14.252], [-9.854, 24.755, -14.698], [-12.424, 26.760, -17.554], [-7.733, 26.415, -20.735], [-6.793, 24.263, -12.169], [-3.588, 24.113, -15.010], [-10.785, 21.195, -17.377], [-11.506, 26.390, -19.577], [-4.814, 23.784, -21.676], [-7.258, 20.182, -20.601], [-7.773, 23.316, -18.372], [-12.481, 19.689, -17.160], [-11.956, 21.617, -18.258], [-5.445, 24.916, -17.626], [-5.526, 16.974, -24.364], [-8.670, 23.391, -17.726], [-8.149, 19.565, -20.540], [-11.844, 26.288, -20.602], [-8.617, 26.091, -21.280], [-6.637, 19.979, -19.714], [-4.583, 22.817, -22.108], [-9.581, 25.813, -14.713], [-12.346, 22.601, -17.987], [-10.647, 24.529, -15.391], [-3.977, 17.220, -23.516], [-5.373, 16.486, -22.674], [-3.281, 25.105, -15.342], [-5.900, 24.748, -12.554], [-10.247, 28.144, -19.287], [-6.643, 23.221, -11.901], [-7.421, 21.259, -20.635], [-7.938, 22.497, -19.079], [-2.704, 23.471, -15.027], [-7.718, 24.276, -18.891], [-3.944, 24.116, -13.979], [-9.827, 21.040, -17.880], [-5.409, 23.648, -20.769], [-11.696, 21.651, -19.317], [-10.167, 24.588, -13.670], [-7.096, 24.787, -11.269], [-7.941, 26.357, -19.667], [-7.601, 27.474, -20.966], [-11.820, 28.557, -19.817], [-3.908, 24.328, -21.405]], "charge": 2, "spin_multiplicity": 4, "homo_lumo_gap_ev": [4.361, 6.943], "homo_ev": [-14.90, -14.90]}

=====

[8]
{"formula": "C10H18Br7O3S", "method": "wB97M-V/def2-TZVPD", "symbols": ["Br", "Br", "Br", "Br", "Br", "Br", "Br", "S", "O", "O", "O", "C", "C", "C", "C", "C", "C", "C", "C", "C", "C", "H", "H", "H", "H", "H", "H", "H", "H", "H", "H", "H", "H", "H", "H", "H", "H", "H", "H"], "xyz": [[-5.622, 1.320, 3.602], [6.400, 1.730, -1.404], [2.519, 2.106, -4.318], [2.120, -1.364, -3.188], [3.608, 2.106, 0.914], [-6.818, -1.085, 1.087], [-0.727, 2.269, -1.156], [1.179, 1.348, -0.754], [-0.492, -1.660, 1.163], [-1.764, -3.484, 0.669], [-0.554, -1.023, -0.993], [6.437, 2.166, 0.487], [-7.121, 0.083, 3.688], [3.218, 0.474, -5.108], [2.222, -0.652, -5.004], [0.761, 0.221, 0.570], [-2.932, -1.547, 1.481], [-1.761, -2.369, 1.058], [-6.792, -1.228, 3.027], [5.400, 1.386, 1.248], [-0.183, -0.886, 0.129], [5.555, 1.462, 2.322], [-2.657, -0.597, 1.930], [1.323, 0.495, -1.831], [-7.534, -1.982, 3.274], [6.293, 3.238, 0.567], [2.520, -1.494, -5.625], [7.431, 1.902, 0.841], [4.150, 0.254, -4.597], [-5.805, -1.585, 3.305], [1.691, -0.147, 1.005], [5.368, 0.342, 0.956], [-3.550, -1.378, 0.598], [0.286, 0.846, 1.329], [3.420, 0.708, -6.150], [-7.966, 0.580, 3.224], [-7.319, -0.066, 4.747], [1.215, -0.344, -5.267], [-3.521, -2.145, 2.174]], "charge": 1, "homo_lumo_gap_ev": 7.406, "homo_ev": -12.12}